--- P ---
Computed, not measured: C6H11N as an isolated structure, with wB97M-V/def2-TZVPD.

- Frontier orbital gap (spin up / spin down): 8.659 / 5.438 eV
- E_LUMO (spin up / spin down): -4.9755 / -8.1431 eV
- Expectation value of S²: 0.7762
- Highest occupied orbital energy (spin up / spin down): -13.6346 / -13.5811 eV

```
! wB97M-V def2-TZVPD RIJCOSX def2/J DEFGRID3
* xyz 1 2
C 1.485 -0.964 0.266
C 0.640 -0.587 -0.990
C -0.556 0.264 -0.689
C -0.558 1.598 -0.994
C -2.244 0.190 1.130
C -1.628 -0.352 0.048
N 1.862 0.636 0.798
H 2.415 -1.293 -0.178
H 1.074 -1.899 0.678
H 1.299 -0.106 -1.708
H 0.338 -1.531 -1.473
H 0.250 2.037 -1.565
H -1.316 2.264 -0.602
H -2.784 -0.437 1.827
H -2.149 1.239 1.381
H -1.902 -1.349 -0.290
H 1.037 -0.107 1.098
H 2.737 0.398 1.265
*
```

Here are the Mulliken charges for atoms 1 to 2, given in e:
1 C -0.644
2 C -0.833

--- Q ---
Computed, not measured: an isolated ion of composition C6H11N and charge +1, with wB97M-V/def2-TZVPD.

- Frontier orbital gap (spin up / spin down): 7.831 / 6.215 eV
- E_LUMO (spin up / spin down): -5.5883 / -7.2071 eV
- Expectation value of S²: 0.7859
- Highest occupied orbital energy (spin up / spin down): -13.4193 / -13.4223 eV

```
! wB97M-V def2-TZVPD RIJCOSX def2/J DEFGRID3
* xyz 1 2
C -1.071 0.595 -1.594
C 0.081 -0.384 -1.351
C 0.366 -0.845 0.010
C -0.102 -0.189 1.134
C 0.536 -0.186 2.421
C 1.435 -1.174 2.668
N -0.553 1.827 -2.216
H -1.826 0.153 -2.230
H -1.650 0.847 -0.700
H -0.254 -1.321 -1.837
H 0.978 -0.127 -1.911
H 1.034 -1.691 0.104
H -1.105 0.202 1.205
H 0.290 0.680 3.022
H 2.145 -1.537 1.934
H 1.594 -1.656 3.625
H -0.588 2.572 -1.520
H -1.310 2.235 -2.765
*
```

Here are the Mulliken charges for atoms 1 to 2, given in e:
1 C -0.382
2 C -0.683

How do the energies compare? Relative to the most stable structure, in kcal/mol: P 63.8; Q 0.0.

--- P ---
Computed, not measured: H2LiO as an isolated structure, with wB97M-V/def2-TZVPD.

- Frontier orbital gap: 14.044 eV
- E_LUMO: -4.9330 eV
- Highest occupied orbital energy: -18.9766 eV

```
! wB97M-V def2-TZVPD RIJCOSX def2/J DEFGRID3
* xyz 1 1
O -0.091 -0.051 0.062
H -0.328 -0.946 -0.272
H -0.950 0.352 0.323
Li 1.368 0.646 -0.113
*
```

Here are the Mulliken charges for atoms 1 to 2, given in e:
1 O -0.663
2 H 0.384

--- Q ---
Computed, not measured: H2LiO as an isolated structure, with wB97M-V/def2-TZVPD.

- Frontier orbital gap: 8.498 eV
- E_LUMO: -5.8346 eV
- Highest occupied orbital energy: -14.3322 eV

```
! wB97M-V def2-TZVPD RIJCOSX def2/J DEFGRID3
* xyz 1 1
O 0.885 -0.443 0.053
H 1.355 -1.016 0.700
H 1.590 0.124 -0.334
Li -3.830 1.334 -0.419
*
```

Here are the Mulliken charges for atoms 1 to 2, given in e:
1 O -0.681
2 H 0.341

How do the energies compare? Relative to the most stable structure, in kcal/mol: P 0.0; Q 25.4.

--- P ---
Computed, not measured: a 3-piece molecular cluster, CH10N3O2 overall, with wB97M-V/def2-TZVPD.

- Frontier orbital gap: 12.025 eV
- E_LUMO: -2.8450 eV
- Highest occupied orbital energy: -14.8702 eV

```
! wB97M-V def2-TZVPD RIJCOSX def2/J DEFGRID3
* xyz 1 1
N -0.287 -0.152 1.214
C -1.164 0.694 0.684
N -1.071 0.927 -0.650
N -2.126 1.293 1.400
H 0.692 -0.184 0.800
H -0.454 -0.276 2.201
H -1.635 1.674 -1.013
H -0.247 0.535 -1.070
H -2.200 0.937 2.337
H -2.539 2.102 0.974
H 1.911 -0.858 -0.738
H 2.921 0.007 -0.030
O 1.962 -0.069 -0.145
H 1.970 -2.195 -2.862
H 1.650 -3.028 -1.668
O 1.728 -2.107 -1.932
*
```

Here are the Mulliken charges for atoms 1 to 2, given in e:
1 N -0.352
2 C 0.708

--- Q ---
Computed, not measured: a 3-piece molecular cluster, CH10N3O2 overall, with wB97M-V/def2-TZVPD.

- Frontier orbital gap: 12.193 eV
- E_LUMO: -2.8395 eV
- Highest occupied orbital energy: -15.0323 eV

```
! wB97M-V def2-TZVPD RIJCOSX def2/J DEFGRID3
* xyz 1 1
N -1.608 0.568 0.460
C -1.484 -0.546 1.172
N -0.281 -1.108 1.180
N -2.435 -1.032 1.966
H -0.775 0.796 -0.073
H -2.500 0.973 0.281
H 0.047 -1.661 1.949
H 0.373 -0.888 0.447
H -2.385 -2.018 2.159
H -3.348 -0.613 1.902
H 1.786 0.222 -1.157
H 1.445 1.648 -0.878
O 1.204 0.750 -0.597
H 2.773 1.384 -3.368
H 4.056 0.665 -2.776
O 3.133 0.860 -2.666
*
```

Here are the Mulliken charges for atoms 1 to 2, given in e:
1 N -0.258
2 C 0.627

How do the energies compare? Relative to the most stable structure, in kcal/mol: P 2.7; Q 0.0.

--- P ---
Computed, not measured: an isolated ion of composition C6H13NO and charge +1, with wB97M-V/def2-TZVPD.

- Frontier orbital gap (spin up / spin down): 9.745 / 4.774 eV
- E_LUMO (spin up / spin down): -3.7628 / -8.7159 eV
- Expectation value of S²: 0.7678
- Highest occupied orbital energy (spin up / spin down): -13.5083 / -13.4901 eV

```
! wB97M-V def2-TZVPD RIJCOSX def2/J DEFGRID3
* xyz 1 2
C -1.036 2.549 -0.829
O -0.944 3.452 0.289
C -0.835 1.105 -0.373
C 0.577 0.494 -0.268
C 0.597 -1.089 -0.294
C 0.169 -1.767 -1.342
C 0.671 -2.038 1.877
N 1.484 -1.591 0.737
H -1.981 2.722 -1.375
H -0.089 2.788 -1.445
H -1.691 3.278 0.869
H -1.339 0.901 0.539
H -1.398 0.494 -1.087
H 1.151 1.121 0.547
H 1.082 0.810 -1.201
H 0.407 -2.870 -1.135
H -0.196 -1.559 -2.338
H 1.119 -2.652 2.679
H 0.357 -1.185 2.312
H -0.215 -2.668 1.532
H 2.107 -2.293 0.306
*
```

Here are the Mulliken charges for atoms 1 to 2, given in e:
1 C -0.498
2 O -0.502

--- Q ---
Computed, not measured: a 2-piece molecular cluster, C6H13NO overall, with wB97M-V/def2-TZVPD.

- Frontier orbital gap (spin up / spin down): 9.723 / 7.973 eV
- E_LUMO (spin up / spin down): -3.5493 / -6.3348 eV
- Expectation value of S²: 0.7579
- Highest occupied orbital energy (spin up / spin down): -13.2719 / -14.3075 eV

```
! wB97M-V def2-TZVPD RIJCOSX def2/J DEFGRID3
* xyz 1 2
C -2.312 0.471 -1.350
N -1.336 -1.756 0.177
C -0.425 -0.967 -0.401
C -0.879 0.123 -1.188
C 0.107 0.964 -1.930
C 1.289 -0.833 1.270
C 0.982 -1.028 -0.011
H -2.357 1.508 -1.677
H -2.993 0.263 -0.567
H -2.654 -0.073 -2.245
H -1.389 -2.764 0.243
H -2.294 -1.431 0.225
H 0.558 1.760 -1.346
H 0.903 0.300 -2.289
H -0.331 1.283 -2.875
H 2.281 -0.599 1.642
H 0.562 -0.733 2.072
H 1.738 -0.851 -0.763
H 3.569 1.785 3.794
H 2.054 1.433 3.750
O 2.925 1.145 3.468
*
```

Here are the Mulliken charges for atoms 1 to 2, given in e:
1 C -1.628
2 N -0.330

How do the energies compare? Relative to the most stable structure, in kcal/mol: P 66.2; Q 0.0.